# 1
A molecular structure, CH2Cl2S2 at a distorted geometry. Source: the OMol25 dataset; level of theory: the ωB97M-V functional and the def2-TZVPD basis.

Each line ends with the natural charge from an NBO analysis.
CARTESIAN COORDINATES (ANGSTROEM)
Cl: 1.113250 0.937982 0.710505  0.05
Cl: 1.709599 -1.672076 -0.185076  0.10
S: -1.308422 -0.537874 -0.737491  -0.05
S: -1.853503 -0.111423 1.074907  -0.09
C: 0.925303 -0.243018 -0.491345  -0.37
H: 0.958790 0.300880 -1.430535  0.23
H: -1.545018 1.325527 1.059032  0.14

Cartesian forces (eV/Å) of the 2 atoms listed first:
0.24 0.64 0.91
0.82 -1.38 -0.14

Computed properties:
HOMO level: -0.3226 Ha
Relative energy (zero: lowest compared OMol25 entry of this formula, charge and spin): 22.2 kcal/mol
Energy: -1756.00532 hartree
HOMO-LUMO gap: 8.699 eV

=====

# 2
12 unconnected molecules or ions with the total composition C4H32N2O12S at a distorted geometry. Source: the OMol25 dataset; level of theory: the ωB97M-V functional and the def2-TZVPD basis.

Each line ends with the natural charge from an NBO analysis.
CARTESIAN COORDINATES (ANGSTROEM)
S: -1.831962 -1.256718 -3.227173  -0.08
O: -0.600461 -3.017722 0.976841  -0.65
O: 0.925572 2.140381 2.864341  -0.97
O: -3.036676 1.441504 -1.796427  -0.98
O: -1.465223 4.110243 1.945863  -0.95
O: 3.810758 -2.814313 0.343164  -1.00
O: 3.351825 -0.568284 1.868437  -1.02
O: 1.314899 -0.182080 4.211836  -0.97
O: -0.649029 3.445586 -1.911383  -1.00
O: 1.349034 -4.179158 -0.335887  -0.99
O: 0.074027 2.627912 0.412488  -1.03
O: 1.769897 0.705547 -3.345372  -0.95
O: -3.282779 1.756736 1.003399  -0.96
N: -0.863899 -0.741918 0.822296  -0.65
N: 1.711126 0.374930 -0.252790  -0.90
C: -1.471256 -1.586367 -1.447122  -0.54
C: 0.971401 -0.871071 -0.721663  -0.24
C: -0.603066 -0.634480 -0.589454  -0.11
C: -0.649606 -1.939737 1.548531  0.54
H: 0.002503 4.122236 -2.050660  0.47
H: -0.601859 0.148453 1.358520  0.42
H: -2.438976 -1.635179 -0.843235  0.24
H: 1.265024 0.240863 -4.053098  0.48
H: 0.371107 2.876831 3.005772  0.49
H: 1.334069 -1.703121 -0.044812  0.18
H: -0.482951 -1.921644 2.565800  0.16
H: 1.972319 -0.676091 3.739735  0.47
H: 3.505257 -1.492838 1.450456  0.52
H: 2.164810 0.864349 -0.997926  0.38
H: 3.200916 -3.601680 0.158469  0.53
H: 4.199076 -2.535462 -0.528535  0.49
H: 3.948914 -0.408691 2.595439  0.48
H: 2.358828 0.096489 0.451196  0.41
H: 1.062563 0.549364 3.725444  0.49
H: 0.977797 1.138344 -2.866717  0.47
H: 1.254933 -1.330356 -1.722196  0.21
H: -2.429281 3.866515 2.007272  0.50
H: -0.411353 2.853492 1.227319  0.51
H: -4.119526 1.761725 1.370285  0.47
H: -3.109304 0.934456 0.565686  0.50
H: -0.356388 2.985686 -1.130247  0.49
H: -2.993015 -0.507595 -3.153350  0.17
H: -0.835970 0.353438 -0.933863  0.23
H: 0.336608 1.680274 0.368594  0.50
H: 0.885192 -4.781037 0.301630  0.49
H: -3.426350 2.238132 -1.317510  0.50
H: 0.896231 -3.276178 -0.115210  0.50
H: -1.445313 4.726243 1.270719  0.48
H: 1.722054 2.450751 2.324899  0.50
H: -2.369903 1.751312 -2.382814  0.49
H: -1.036819 -2.633567 -1.338985  0.25

Cartesian forces (eV/Å) of the 2 atoms listed first:
-0.10 0.40 0.64
-0.27 0.14 0.22

Computed properties:
HOMO level: -0.3351 Ha
Relative energy (zero: lowest compared OMol25 entry of this formula, charge and spin): 55.0 kcal/mol
Energy: -1582.15345 hartree
SMILES: NC[C@@H](CS)NC=O.O.O.O.O.O.O.O.O.O.O.O
HOMO-LUMO gap: 9.208 eV

=====

# 3
A single C5H4N2O molecule at a distorted geometry. Source: the OMol25 dataset; level of theory: the ωB97M-V functional and the def2-TZVPD basis.

Each line ends with the natural charge from an NBO analysis.
CARTESIAN COORDINATES (ANGSTROEM)
O: 1.542367 0.124649 0.456396  -0.28
N: -1.727953 -0.090803 1.478612  -0.41
N: 0.242180 -0.311799 0.618245  -0.05
C: -1.702700 -0.223388 0.080425  -0.10
C: 0.493348 0.095199 -1.562648  -0.32
C: -0.471163 -0.000631 1.803936  0.09
C: -0.398079 -0.578651 -0.444347  0.05
C: 1.634384 0.489421 -0.760130  0.14
H: 0.223259 -0.074978 2.601139  0.21
H: 0.259187 0.155123 -2.606967  0.24
H: -2.656383 -0.216392 -0.519594  0.21
H: 2.561552 0.632249 -1.145067  0.21

Cartesian forces (eV/Å) of the 2 atoms listed first:
0.20 -0.72 3.76
-0.31 0.42 -2.02

Computed properties:
HOMO level: -0.2896 Ha
Relative energy (zero: lowest compared OMol25 entry of this formula, charge and spin): 108.0 kcal/mol
Energy: -377.49202 hartree
SMILES: c1cc2cncn2o1
HOMO-LUMO gap: 8.642 eV

=====

# 4
A molecular structure, C29H50P2Pb at a distorted geometry. Source: the OMol25 dataset; level of theory: the ωB97M-V functional and the def2-TZVPD basis.

Each line ends with the Mulliken charge.
CARTESIAN COORDINATES (ANGSTROEM)
Pb: -0.841324 2.448789 -0.016444  0.78
P: -1.162754 -1.066879 -1.669890  2.03
P: -2.482432 -2.149886 1.060487  0.33
C: 3.924994 1.320599 3.638680  -1.46
C: -0.870775 0.591841 -2.328820  -0.47
C: -3.225134 2.455038 -2.579017  -0.60
C: -3.968720 1.555168 -1.897312  0.25
C: -0.097966 -3.997675 0.614460  -1.96
C: 0.075704 -1.036190 -0.417863  -0.97
C: -1.741393 -1.015041 2.258080  -0.75
C: 4.383953 1.820348 1.143452  0.76
C: 4.144153 0.943857 2.224619  0.17
C: 4.692964 1.602498 -1.408182  -1.65
C: -4.218440 -2.053912 1.611529  -1.09
C: 2.335543 -3.782041 0.773124  -1.71
C: 1.249057 -3.424048 -1.451172  -1.50
C: 4.383208 -0.314560 0.300105  0.79
C: -2.979874 3.880700 -2.258175  -0.83
C: 3.890556 -1.590507 2.517299  -1.17
C: -3.213723 4.301300 -0.776802  -1.19
C: 4.484705 3.283313 1.257514  -1.51
C: 0.855868 -1.788065 0.241146  -0.35
C: -1.733260 -1.811903 -3.207296  -1.42
C: 4.447035 -1.429812 -0.663070  -1.69
C: -4.588690 1.760519 0.522015  -0.58
C: -3.166444 2.102957 0.735350  -0.76
C: -2.612590 -1.092561 -0.478758  -0.08
C: -5.062904 1.856977 -0.944484  -1.09
C: -2.677324 3.395553 0.315830  0.05
C: 4.495804 1.055602 -0.050762  0.23
C: 4.157035 -0.383298 1.708964  0.66
C: 1.115246 -3.249216 0.064731  2.56
H: -2.247808 -0.031801 2.329032  0.19
H: -1.814581 -1.503023 3.249271  0.54
H: -1.958931 4.126412 -2.612784  0.40
H: 3.954816 2.390407 -1.624581  0.37
H: -2.820347 1.751944 1.730809  0.71
H: 2.037439 -2.761588 -1.842785  0.13
H: 3.138391 2.080778 3.709122  0.31
H: -2.846029 -0.034645 -0.237944  -0.89
H: 4.501609 -2.448067 2.180033  0.37
H: 4.352999 3.761037 0.281032  0.38
H: -2.129850 3.966610 1.128368  0.67
H: -4.792227 0.756805 0.891825  -0.11
H: -5.902412 1.153605 -1.099238  0.41
H: 1.493946 -4.462291 -1.684328  0.53
H: -5.494585 2.854677 -1.158423  0.34
H: 2.821453 -1.875869 2.449002  0.01
H: -4.771686 -1.217629 1.153668  0.22
H: -3.644063 4.530189 -2.861611  0.39
H: -1.087849 0.614245 -3.414971  0.50
H: 4.579971 0.810664 -2.157124  0.36
H: -2.900841 2.179404 -3.596186  0.53
H: -4.242750 -1.966059 2.715935  0.41
H: -2.675499 -1.325403 -3.437017  0.53
H: -3.967017 0.511607 -2.243914  0.78
H: 3.724865 3.683244 1.943222  0.32
H: 2.212297 -3.723580 1.858686  0.53
H: 0.298311 -3.145659 -1.949649  0.25
H: -1.695746 1.184242 -1.860547  -1.52
H: 0.058348 -5.070805 0.466293  0.57
H: 3.236250 -3.248722 0.465285  -0.07
H: 0.143845 1.005758 -2.098941  0.58
H: -3.412212 -1.538149 -1.095547  0.73
H: 4.837738 1.740524 4.083455  0.28
H: -0.213475 -3.784352 1.687581  0.38
H: 4.965155 -2.299123 -0.245543  0.43
H: 5.461872 3.612934 1.644697  0.30
H: 4.992856 -1.132413 -1.564478  0.57
H: 4.110144 -1.421869 3.587019  0.44
H: -1.028980 -1.562616 -3.995130  0.52
H: -4.711227 -3.007692 1.330224  0.36
H: 2.441875 -4.831368 0.482679  0.57
H: -4.278368 4.487362 -0.611376  0.37
H: -0.677904 -0.843050 2.031101  0.05
H: -1.875228 -2.877897 -3.114947  0.46
H: 3.446721 -1.743302 -0.984570  0.11
H: 3.624756 0.455057 4.237246  0.38
H: 5.696168 2.045204 -1.531653  0.30
H: -2.670616 5.241513 -0.638178  0.41
H: -1.032365 -3.710471 0.091284  0.33
H: -5.231304 2.433756 1.095259  0.45

Cartesian forces (eV/Å) of the 2 atoms listed first:
3.90 -1.83 -0.49
-0.71 2.91 2.87

Computed properties:
HOMO level (spin up / spin down): -0.4106 / -0.4071 Ha
Total charge: +2
Relative energy (zero: lowest compared OMol25 entry of this formula, charge and spin): 0.0 kcal/mol
Energy: -2009.62008 hartree
HOMO-LUMO gap (spin up / spin down): 3.184 / 3.384 eV

=====

# 5
A single C3H5NO2 molecule. Source: the OMol25 dataset; level of theory: the ωB97M-V functional and the def2-TZVPD basis.

Each line ends with the natural charge from an NBO analysis.
CARTESIAN COORDINATES (ANGSTROEM)
O: -1.887970 -0.835839 0.553795  -0.60
O: 1.358458 -1.503247 -0.125788  -0.51
N: -0.501077 0.486991 -0.688224  -0.62
C: 1.373544 -0.520848 0.570911  0.43
C: 0.451257 0.670972 0.374017  -0.35
C: -1.558631 -0.360366 -0.511286  0.54
H: -0.081615 0.838292 1.317209  0.25
H: -2.112205 -0.525974 -1.455024  0.11
H: 1.058315 1.564984 0.179967  0.23
H: -0.181193 0.605689 -1.638067  0.40
H: 2.081112 -0.420653 1.422487  0.11

Cartesian forces (eV/Å) of the 2 atoms listed first:
0.13 0.21 -0.33
0.06 0.49 0.31

Computed properties:
HOMO level: -0.3642 Ha
Relative energy (zero: lowest compared OMol25 entry of this formula, charge and spin): 19.3 kcal/mol
Energy: -322.54354 hartree
SMILES: O=CCNC=O
HOMO-LUMO gap: 10.711 eV

=====

# 6
2 unconnected molecules or ions with the total composition C15H31ClNO4 at a distorted geometry. Source: the OMol25 dataset; level of theory: the ωB97M-V functional and the def2-TZVPD basis.

Each line ends with the natural charge from an NBO analysis.
CARTESIAN COORDINATES (ANGSTROEM)
Cl: -0.331697 4.344456 -3.359170  -0.07
O: -0.878284 3.568205 -0.767490  -0.55
O: -4.478129 5.584259 -0.627100  -0.72
O: -1.680838 1.399790 -0.316960  -0.60
O: -3.029347 2.802698 -1.574670  -0.53
N: 0.898226 -1.865264 0.441123  -0.22
C: 0.303933 -0.568714 1.020259  -0.20
C: 1.557882 4.004020 -1.337243  -0.44
C: 1.286298 -5.037000 -0.169415  -0.41
C: 0.534786 -0.703832 2.510281  -0.43
C: -0.168125 -2.972137 0.510361  -0.21
C: 0.315687 -4.386074 0.816593  -0.43
C: 1.918418 -1.318974 2.609441  -0.43
C: 0.664279 -5.336895 -1.526076  -0.61
C: 1.903476 3.552766 0.163035  -0.62
C: 1.280643 -1.614686 -1.002169  -0.40
C: 2.147877 -2.072379 1.304371  -0.22
C: -1.852489 2.525184 -0.849727  1.02
C: -4.145814 3.147051 -0.707292  -0.12
C: 0.120350 3.418858 -1.808027  0.12
C: -3.938356 4.472554 0.169658  -0.12
H: 2.353261 -3.127944 1.456086  0.24
H: 0.471333 0.254761 3.027318  0.26
H: 1.108800 3.997401 0.847985  0.23
H: 2.679331 -0.543104 2.725196  0.23
H: 2.369687 3.757006 -2.104971  0.24
H: 1.822760 2.404860 0.285269  0.18
H: 1.994565 -0.791592 -1.040642  0.22
H: -3.778567 5.810468 -1.280247  0.47
H: -4.619676 4.422678 1.097705  0.21
H: 0.328507 -4.426236 -2.029214  0.19
H: -2.857010 4.703599 0.445106  0.19
H: 1.624447 -5.983074 0.266149  0.23
H: -0.191503 -6.008561 -1.423471  0.22
H: 0.233815 2.311764 -2.112808  0.20
H: -0.205880 -1.369211 2.962779  0.22
H: 1.397678 -5.825280 -2.171734  0.23
H: -0.574182 -5.023090 0.882284  0.25
H: 0.746828 -4.413014 1.823042  0.21
H: -0.725965 -2.941079 -0.428684  0.23
H: 2.972451 3.888096 0.430350  0.24
H: -0.874083 -2.689768 1.294999  0.23
H: 1.732566 -2.519811 -1.407462  0.23
H: 2.002113 -1.979311 3.475751  0.24
H: 2.996546 -1.639885 0.769445  0.23
H: 2.185133 -4.429421 -0.305384  0.19
H: -5.036823 3.363281 -1.408026  0.24
H: -0.744163 -0.485817 0.731443  0.26
H: 1.414905 5.148436 -1.316323  0.23
H: 0.871825 0.271137 0.611366  0.22
H: -4.506380 2.268446 -0.046745  0.19
H: 0.378903 -1.349618 -1.556349  0.23

Cartesian forces (eV/Å) of the 2 atoms listed first:
0.05 -0.82 1.24
-0.85 -1.88 -1.59

Computed properties:
HOMO level: -0.4543 Ha
Total charge: +1
Energy: -1405.74772 hartree
HOMO-LUMO gap: 10.043 eV

=====

Q: What is the energy in the fifth record?
A: -322.54354 hartree

=====

Q: energy of number 6 (C15H31ClNO4)?
A: -1405.74772 hartree

=====

Q: energy of number 4 (C29H50P2Pb)?
A: -2009.62008 hartree